An isolated molecule of C2H9N4P in a non-equilibrium geometry. Source: OMol25; level of theory: ωB97M-V/def2-TZVPD.

Results
Gap between HOMO and LUMO ... 9.77 eV
SMILES ... N=P1(N)NCCN1
DFT total energy ... -641.9427 a.u.
Multiplicity ... 1
Energy relative to the best compared isomer or geometry (same formula, charge and spin) ... 23.8 kcal per mole

```
16
Properties=species:S:1:pos:R:3:forces:R:3
C 1.44222 0.64358 0.75841 1.4 -1.5 2.6
C 1.55926 0.00789 -0.59709 -2.8 -2.8 0.7
N -2.13469 1.21510 0.07471 -0.1 -0.5 -0.4
N 0.09498 0.40587 1.20899 -1.9 -1.5 -1.6
N 0.28057 0.37209 -1.23171 -1.7 -0.3 -2.2
N -1.16467 -1.94471 -0.00441 -0.8 3.8 0.5
P -0.97527 0.20945 -0.08987 1.6 -2.3 0.0
H 2.14726 0.12986 1.48242 -0.6 0.2 -0.9
H 1.70456 1.65187 0.91981 0.3 1.6 -0.8
H 2.38444 0.25548 -1.17897 1.4 0.6 -0.9
H 1.49222 -1.14088 -0.43996 0.7 1.7 -0.1
H -2.94614 1.38305 -0.51571 0.5 -0.5 0.2
H -0.41685 0.99500 1.81040 0.3 1.1 1.2
H 0.02054 -0.03861 -2.18904 1.0 0.7 2.0
H -1.81649 -1.80414 0.82606 0.6 -1.0 -1.5
H -1.67194 -2.34088 -0.83404 0.1 0.8 1.2
```
Forces are in eV/Å.

So, what does the Löwdin scheme give us? The charges, in e, come out as: -0.27, -0.25, -0.20, -0.14, -0.19, -0.14, 0.63, 0.13, 0.09, 0.09, 0.13, -0.02, 0.06, 0.12, -0.02, -0.02

=====

A cluster of 2 separate species, C3H4N2 in total in a non-equilibrium geometry. Source: OMol25; level of theory: ωB97M-V/def2-TZVPD.

Results
Gap between HOMO and LUMO (alpha / beta) ... 8.54 / 8.62 eV
DFT total energy ... -226.0074 a.u.
Multiplicity ... 1
Energy relative to the best compared isomer or geometry (same formula, charge and spin) ... 136.7 kcal per mole

```
9
Properties=species:S:1:pos:R:3:forces:R:3
C 2.12976 1.63835 1.14580 -3.6 -1.0 -2.6
C 0.36339 -0.01806 -0.64047 1.6 -2.0 -0.5
C -0.39232 0.34746 0.58690 -2.0 -2.6 -0.7
N 3.02738 1.82351 1.83359 0.7 0.2 0.6
N 0.34150 1.30284 -0.09366 3.8 3.5 0.6
H 1.29941 -0.65700 -0.74542 -1.3 1.2 0.7
H -0.26196 -0.10535 -1.52029 0.2 0.3 -0.3
H -1.47295 0.36685 0.24616 1.0 0.4 1.6
H -0.03252 -0.02922 1.51590 -0.4 0.0 0.6
```
Forces are in eV/Å.

So, what does the Löwdin scheme give us? The charges, in e, come out as: -0.12, -0.21, -0.23, -0.01, 0.07, 0.14, 0.10, 0.14, 0.10

=====

A structure of composition C13H29F6NNaO18S6 in a non-equilibrium geometry. Source: OMol25; level of theory: ωB97M-V/def2-TZVPD.

Results
Gap between HOMO and LUMO (alpha / beta) ... 8.07 / 5.50 eV
Expectation value of S² ... 0.7529
DFT total energy ... -5072.1794 a.u.
Multiplicity ... 2

```
74
Properties=species:S:1:pos:R:3:forces:R:3
Na 0.39106 -0.62895 0.32807 -0.4 0.3 0.3
C -3.10956 -0.00955 3.40549 -0.5 3.0 -0.6
F -2.35181 0.24594 4.46395 -0.1 -0.8 0.2
F -3.09301 -1.27342 3.07614 -0.1 -0.5 0.2
F -4.36375 0.43717 3.66499 0.8 -1.1 0.0
S -2.43165 1.15551 2.03956 1.5 -1.1 -2.9
O -1.80919 2.26555 2.76223 -1.0 -1.6 -0.8
O -1.51727 0.31688 1.21857 -0.6 0.5 1.7
N -3.67983 1.43544 0.92838 1.2 1.5 2.9
S -4.04518 2.97730 1.34272 -0.2 2.3 -1.5
O -4.42324 3.18879 2.71100 -0.5 -0.2 0.2
O -3.06932 3.96018 0.81768 -1.7 -1.5 0.2
C -5.69785 3.38221 0.34064 1.1 -1.9 0.9
F -5.79796 4.70515 0.41141 -0.5 -0.5 -0.4
F -5.60925 2.91703 -0.89461 0.6 0.8 -1.0
F -6.80729 2.75307 0.79023 0.5 1.0 0.9
O -0.98565 -0.85807 -1.65200 0.2 0.0 0.0
H -0.55439 -1.49750 -2.25173 -0.1 0.0 -0.1
O 0.77493 1.92427 -0.48424 -0.6 -0.3 0.1
S -0.17056 2.44817 -1.44548 -1.1 2.1 -2.4
O -1.60581 2.26376 -1.41136 2.0 -0.4 0.5
O 0.09546 4.04213 -1.66839 -0.2 -0.1 0.9
C -0.53307 5.02358 -0.78919 1.0 1.2 2.3
C -0.04688 4.96262 0.73178 -0.6 -0.9 -0.9
C 0.46150 2.06959 -3.13215 -0.2 -0.7 1.5
H -1.61888 5.09305 -0.85475 0.0 -1.0 0.0
H -0.21764 6.02985 -1.06493 0.4 -0.3 -1.0
H 0.91593 5.39044 1.01120 0.2 0.3 -0.9
H 0.03907 3.91979 1.03709 -0.5 0.0 0.2
H -0.78283 5.47360 1.35257 -0.2 -0.3 -0.1
H 0.14459 1.03712 -3.27937 -0.1 0.1 -0.4
H 1.54948 2.06013 -3.06640 -0.2 0.3 -0.2
H 0.04076 2.77614 -3.84760 0.1 -0.2 0.2
O -0.79211 -2.67131 1.18983 -0.5 -1.5 -0.9
S -2.05816 -3.28482 0.80203 -1.7 1.3 -0.4
O -3.10039 -2.37909 0.36295 1.2 -1.5 0.1
O -1.93025 -4.45181 -0.39329 0.1 1.7 1.4
C -0.67208 -5.00528 -0.69855 0.9 -0.4 -2.8
C -0.16480 -4.42412 -2.08828 -0.2 0.5 2.6
C -2.70317 -4.38493 2.08233 0.4 0.9 0.0
H -0.83066 -6.05920 -0.92701 -0.1 -0.2 0.7
H 0.11722 -4.87069 0.04103 -0.4 0.1 0.3
H 0.77760 -4.92624 -2.30702 -0.3 -0.1 -0.6
H 0.09167 -3.40382 -1.80313 0.1 0.3 -0.5
H -0.97341 -4.39823 -2.81875 0.4 -0.4 -0.1
H -1.98478 -4.33471 2.90056 0.3 -0.7 -0.2
H -2.87119 -5.31420 1.53797 0.1 -0.1 0.7
H -3.61273 -3.98209 2.52788 -0.1 0.2 -0.6
O 2.29790 -0.54235 -1.57681 0.0 0.1 0.2
S 3.73410 -0.49534 -1.72291 2.0 -1.8 1.7
O 4.59644 -0.90768 -0.60232 -1.8 0.8 -1.8
O 4.09259 -1.49001 -2.97227 1.0 1.3 0.5
C 3.33104 -2.69828 -3.13116 -2.2 0.2 0.1
C 3.96188 -3.92453 -3.74125 1.5 0.5 0.5
C 4.24237 1.18380 -2.25313 -0.4 -1.8 0.3
H 2.44824 -2.37689 -3.68385 0.0 -0.2 -0.4
H 2.87946 -3.02032 -2.19283 0.5 0.2 0.5
H 4.22727 -3.89852 -4.79813 -0.8 0.0 -0.1
H 3.32868 -4.74086 -3.39376 0.0 -0.2 -0.7
H 4.93960 -4.10077 -3.29279 0.0 0.0 0.4
H 3.37054 1.76930 -1.96122 0.0 0.2 -0.6
H 4.44124 0.97095 -3.30348 -0.1 1.0 -0.1
H 5.10135 1.51771 -1.67109 0.1 -0.4 -0.2
C 2.03669 1.79749 3.02888 1.0 -0.9 0.1
C 2.79500 0.81035 2.17540 2.6 -1.4 -0.2
O 2.13261 -0.43146 2.26444 -1.0 -2.5 0.7
S 1.47489 -0.59616 3.80336 2.5 1.2 1.0
O 2.54628 -0.70435 4.84545 -2.9 0.2 -3.2
O 0.36975 -1.52401 3.82504 1.6 1.8 -0.5
O 1.03692 0.95160 3.65128 -1.5 0.4 0.9
H 1.81600 2.54400 2.26591 -1.9 0.3 0.9
H 2.63731 2.21169 3.83869 0.0 0.1 -0.2
H 3.82021 0.60912 2.48612 0.1 0.3 0.6
H 2.95807 0.98926 1.11262 -0.9 0.5 -0.1
```
Forces are in eV/Å.

So, what does the Löwdin scheme give us? The charges, in e, come out as: 0.33, -0.64, 0.14, 0.16, 0.12, 0.69, -0.30, -0.38, -0.26, 0.61, -0.32, -0.34, -0.63, 0.14, 0.13, 0.11, 0.07, 0.02, -0.30, 0.65, -0.24, -0.28, -0.20, -0.06, -0.08, 0.10, 0.11, 0.06, 0.04, 0.08, 0.05, 0.04, 0.08, -0.30, 0.68, -0.26, -0.27, -0.27, -0.04, -0.08, 0.12, 0.12, 0.07, 0.04, 0.09, 0.08, 0.07, 0.07, -0.31, 0.68, -0.29, -0.25, -0.28, -0.05, -0.06, 0.12, 0.10, 0.08, 0.08, 0.09, 0.05, 0.07, 0.08, -0.11, -0.21, -0.23, 0.76, -0.25, -0.21, -0.20, 0.13, 0.14, 0.13, 0.11

=====

A structure of composition CH3I3Si in a non-equilibrium geometry. Source: OMol25; level of theory: ωB97M-V/def2-TZVPD.

Results
Gap between HOMO and LUMO ... 7.22 eV
DFT total energy ... -1222.3315 a.u.
Multiplicity ... 1
Energy relative to the best compared isomer or geometry (same formula, charge and spin) ... 164.3 kcal per mole

```
8
Properties=species:S:1:pos:R:3:forces:R:3
C 2.13506 0.67931 -0.67895 -0.4 -1.2 -0.9
Si -1.87066 -0.13952 0.17490 2.6 0.1 -0.2
I 3.25786 -1.03929 -1.28066 -0.3 0.8 0.3
I 3.06427 1.91716 0.58965 0.6 0.4 0.6
I -0.24776 -1.73646 1.35289 -0.4 0.5 -0.8
H -1.94524 0.20922 -1.24407 0.8 -0.1 -0.4
H -1.41094 1.04933 0.86833 -0.7 0.4 0.4
H -2.98259 -0.93973 0.21791 -2.3 -0.9 0.9
```
Forces are in eV/Å.

So, what does the Löwdin scheme give us? The charges, in e, come out as: -1.27, 0.24, 0.54, 0.70, 0.20, -0.11, -0.13, -0.18

=====

A cluster of 2 separate species, C6H13NO2 in total in a non-equilibrium geometry. Source: OMol25; level of theory: ωB97M-V/def2-TZVPD.

Results
Gap between HOMO and LUMO ... 9.81 eV
SMILES ... COC(C)(C)O.C=C=N
DFT total energy ... -441.5834 a.u.
Multiplicity ... 1
Energy relative to the best compared isomer or geometry (same formula, charge and spin) ... 60.6 kcal per mole

```
22
Properties=species:S:1:pos:R:3:forces:R:3
C 1.27379 -0.27566 -0.52900 0.1 0.5 0.2
C -1.00402 -0.77260 -1.14825 -1.5 0.8 -0.3
C 1.19606 -0.73730 0.92613 -0.4 -0.1 -0.6
C 2.20807 0.92705 -0.68088 -0.3 -0.3 0.0
C -2.37397 1.54924 0.64482 0.2 0.9 0.5
C -2.31527 0.65860 1.59991 -0.1 -0.6 -0.6
O 0.02261 0.18147 -1.02978 0.4 0.2 0.3
O 1.72320 -1.37247 -1.28291 0.1 -0.2 -0.1
N -2.19400 -0.20836 2.44054 0.0 0.4 0.7
H 1.87198 -1.08318 -2.19161 0.0 0.1 0.1
H -2.66945 -1.09903 2.37017 0.0 0.0 -0.4
H -0.68646 -1.60059 -1.79235 -0.4 0.3 -0.2
H -1.33358 -1.20261 -0.19473 0.3 0.1 0.1
H 0.71000 0.02242 1.53302 0.2 0.1 0.1
H 0.59436 -1.64194 0.99409 0.0 -0.1 0.0
H 2.19710 -0.96599 1.27551 0.1 0.1 0.2
H 2.20756 1.26493 -1.71559 0.0 0.0 -0.1
H 1.85849 1.74513 -0.05821 0.0 0.1 0.1
H 3.21609 0.64660 -0.38826 0.1 0.0 0.0
H -1.89826 -0.13716 -1.49911 1.3 -1.5 0.0
H -3.08825 2.35364 0.70365 -0.3 -0.1 0.1
H -1.51605 1.74780 0.02285 0.1 -0.5 -0.2
```
Forces are in eV/Å.

So, what does the Löwdin scheme give us? The charges, in e, come out as: -0.66, -0.11, 0.00, 0.00, -0.01, -0.28, -0.16, 0.01, 0.14, 0.11, 0.08, 0.09, 0.07, 0.08, 0.08, 0.09, 0.09, 0.09, 0.09, 0.11, 0.05, 0.05

=====

Question: Which formula does entry 2 have?
Answer: C3H4N2